(1)
Computed, not measured: a structure of composition C18H26N2P2RhS, with ωB97M-V/def2-TZVPD.

Last column: Mulliken charge in e.
CARTESIAN COORDINATES (ANGSTROEM)
Rh (-0.4098, -1.4741, -0.1465)  -0.03
C (0.7921, 1.1887, -1.9458)  -1.44
P (-0.5949, 0.0770, -1.7295)  1.70
C (-0.5119, -1.2550, -2.9622)  -1.41
C (-2.1475, 0.9319, -1.8263)  0.50
C (-2.3748, 2.0285, -2.6542)  -0.94
C (-3.6683, 2.5222, -2.7606)  -0.71
C (-4.7128, 1.9286, -2.0597)  -0.81
C (-4.4832, 0.8419, -1.2219)  -0.71
C (-3.1919, 0.3473, -1.1001)  0.07
P (-2.7134, -0.9690, 0.0286)  1.26
C (-3.6041, -2.4917, -0.3496)  -1.27
C (-3.2011, -0.4427, 1.6837)  -1.33
H (0.7885, 1.5660, -2.9732)  0.54
H (1.7317, 0.6599, -1.7834)  0.43
H (0.7045, 2.0393, -1.2696)  0.50
H (-0.9366, -0.8431, -3.8849)  0.49
H (-1.1338, -2.1229, -2.7061)  0.42
H (0.5185, -1.5618, -3.1412)  0.47
H (-1.5745, 2.4916, -3.2179)  0.45
H (-3.8646, 3.3735, -3.3987)  0.46
H (-5.7159, 2.3221, -2.1590)  0.46
H (-5.3092, 0.4062, -0.6729)  0.46
H (-4.6783, -2.3066, -0.2624)  0.44
H (-3.3358, -3.2735, 0.3627)  0.45
H (-3.4008, -2.8276, -1.3667)  0.40
H (-4.2722, -0.2296, 1.6814)  0.52
H (-2.6682, 0.4670, 1.9597)  0.36
H (-3.0104, -1.2299, 2.4136)  0.44
C (1.5683, -4.2064, -0.3338)  -1.00
S (1.7929, -2.4082, -0.3372)  0.27
C (2.9699, -2.1743, 1.0113)  -1.01
H (1.2125, -4.5629, 0.6299)  0.33
H (2.5371, -4.6495, -0.5618)  0.43
H (0.8738, -4.4695, -1.1300)  0.36
H (3.9178, -2.6048, 0.6936)  0.46
H (2.6160, -2.6629, 1.9165)  0.31
H (3.0967, -1.1051, 1.1681)  0.34
N (0.9455, 1.1538, 6.5592)  -0.25
C (0.7418, 0.7626, 5.4992)  -0.49
C (0.4843, 0.2740, 4.1786)  0.63
C (0.5162, 1.1384, 3.0837)  -0.54
C (0.2568, 0.6353, 1.8273)  -0.69
N (-0.0208, -0.6649, 1.6346)  0.60
C (-0.0443, -1.5078, 2.6816)  -0.68
C (0.1993, -1.0750, 3.9669)  -0.57
H (0.7410, 2.1888, 3.2104)  0.58
H (0.2740, 1.2717, 0.9554)  0.51
H (-0.2596, -2.5515, 2.4782)  0.66
H (0.1712, -1.7775, 4.7890)  0.59

As for the total charge: +3.

(2)
Computed, not measured: the molecule C26H32N4O3, with ωB97M-V/def2-TZVPD.

Last column: Mulliken charge in e.
CARTESIAN COORDINATES (ANGSTROEM)
C (6.1591, -0.4047, 0.7805)  -1.48
C (4.7018, -0.1741, 1.1579)  0.02
C (3.9160, -1.4828, 1.1738)  -0.78
C (2.4916, -1.3037, 1.6987)  -1.11
N (1.6909, -0.4032, 0.8771)  1.18
C (1.4489, 0.8579, 1.3249)  -0.08
O (1.7762, 1.2105, 2.4414)  -0.68
C (0.6765, 1.7796, 0.3999)  -0.82
C (-0.5681, 2.2950, 1.1417)  0.36
C (-1.2498, 3.4667, 0.4783)  -0.60
C (-1.0413, 3.8217, -0.8473)  0.23
C (-1.7207, 4.8930, -1.4041)  -0.89
C (-2.6214, 5.6200, -0.6473)  -0.43
C (-2.8407, 5.2702, 0.6747)  -0.74
C (-2.1606, 4.2031, 1.2296)  -0.37
C (-1.5378, 1.1466, 1.3089)  0.04
C (-1.5065, 0.3632, 2.4570)  -0.61
C (-2.3757, -0.7050, 2.6066)  -0.65
C (-3.2949, -0.9983, 1.6121)  -0.57
C (-3.3323, -0.2223, 0.4648)  -0.63
C (-2.4523, 0.8347, 0.3100)  0.12
C (1.3588, -0.8665, -0.4224)  -0.49
C (0.3424, -1.7817, -0.5675)  0.08
N (-0.3557, -2.2179, 0.5206)  -0.35
N (0.0610, -2.3330, -1.7914)  0.15
C (-0.9616, -3.3557, -1.9524)  -1.87
C (-2.3557, -2.7507, -2.1333)  0.90
C (-3.4192, -3.8394, -2.1873)  -1.48
C (0.7396, -1.9509, -2.9427)  0.44
O (0.4929, -2.4314, -4.0237)  -0.66
N (1.6957, -0.9950, -2.7592)  0.00
C (2.0937, -0.3868, -1.5638)  0.14
O (2.9505, 0.4706, -1.5751)  -0.66
H (6.7023, 0.5367, 0.7720)  0.39
H (6.6412, -1.0742, 1.4910)  0.36
H (6.2279, -0.8475, -0.2107)  0.32
H (4.2482, 0.5054, 0.4356)  0.14
H (4.6441, 0.2924, 2.1431)  0.29
H (3.8841, -1.8995, 0.1638)  0.17
H (4.4198, -2.2071, 1.8184)  0.59
H (2.5191, -0.8627, 2.6974)  0.64
H (1.9899, -2.2761, 1.7422)  0.39
H (0.3950, 1.2745, -0.5223)  0.50
H (1.3342, 2.6182, 0.1637)  0.67
H (-0.2336, 2.6114, 2.1365)  0.71
H (-0.3437, 3.2696, -1.4585)  0.40
H (-1.5435, 5.1586, -2.4363)  0.41
H (-3.1492, 6.4549, -1.0838)  0.39
H (-3.5418, 5.8321, 1.2745)  0.39
H (-2.3337, 3.9320, 2.2617)  0.40
H (-0.7983, 0.5968, 3.2387)  0.46
H (-2.3444, -1.3020, 3.5065)  0.41
H (-3.9859, -1.8198, 1.7355)  0.42
H (-4.0609, -0.4307, -0.3060)  0.51
H (-2.4902, 1.4383, -0.5851)  0.52
H (-1.2827, -2.5821, 0.3778)  0.35
H (-0.2673, -1.6259, 1.3353)  0.13
H (-0.9261, -4.0351, -1.0977)  0.39
H (-0.6969, -3.9152, -2.8529)  0.61
H (-2.3651, -2.1798, -3.0630)  0.37
H (-2.5758, -2.0576, -1.3174)  -0.47
H (-4.4025, -3.4004, -2.3324)  0.41
H (-3.2228, -4.5204, -3.0112)  0.37
H (-3.4326, -4.4136, -1.2629)  0.34
H (2.1898, -0.7009, -3.5946)  0.28

The structure (SMILES) is CCCCN(C(=O)CC(c1ccccc1)c1ccccc1)c1c(N)n(CCC)c(=O)[nH]c1=O. As for the total charge: 0.

(3)
Computed, not measured: the molecule C5H10O2, with ωB97M-V/def2-TZVPD.

Last column: Mulliken charge in e.
CARTESIAN COORDINATES (ANGSTROEM)
C (1.4503, 1.7692, -0.9084)  -1.13
C (0.7680, 0.4104, -1.1935)  -0.58
C (0.2687, -0.2270, 0.1509)  0.34
O (-0.3632, 0.8200, 0.8327)  -0.57
C (-0.7964, -1.4038, 0.1794)  -0.88
C (-1.8314, -1.4015, 1.4246)  0.16
O (-1.8484, -0.5904, 2.3320)  -0.52
H (1.6689, 2.3196, -1.8324)  0.36
H (0.7964, 2.3901, -0.2947)  0.29
H (2.3990, 1.6533, -0.3693)  0.28
H (-0.0746, 0.5890, -1.8731)  0.36
H (1.4841, -0.2259, -1.7361)  0.31
H (1.2024, -0.5558, 0.6564)  0.17
H (-0.8268, 0.4180, 1.5925)  0.34
H (-0.3182, -2.3912, 0.2318)  0.36
H (-1.3693, -1.3793, -0.7609)  0.34
H (-2.6096, -2.1948, 1.5680)  0.37

The structure (SMILES) is CC[C@@H](O)CC=O. As for the total charge: 0.

(4)
Computed, not measured: a cluster of 4 separate species, C2H8O5 in total, with ωB97M-V/def2-TZVPD.

Last column: Mulliken charge in e.
CARTESIAN COORDINATES (ANGSTROEM)
C (-0.3209, -1.1292, -0.1760)  0.50
O (-0.4895, -1.1349, -1.5528)  -0.46
O (0.7281, -2.0491, 0.0708)  -0.56
O (-1.4563, -1.5281, 0.5305)  -0.43
H (-1.6721, -2.4418, 0.2893)  0.30
H (-0.2551, -2.0140, -1.8838)  0.32
H (0.9851, -1.9902, 0.9986)  0.31
H (-1.0110, 0.5795, -0.1333)  0.28
C (0.5163, 1.9910, 0.6192)  -0.11
O (1.0367, 0.8889, 0.9370)  -0.55
O (0.9914, 2.6987, -0.4263)  -0.40
H (1.4880, 2.1043, -1.0099)  0.35
H (0.2766, -0.0898, 0.3474)  0.25
H (0.1744, 2.6757, 1.4009)  0.34
H (-0.9914, 1.4389, -0.0117)  -0.13

As for the total charge: 0.

(5)
Computed, not measured: the molecule C4H7N, with ωB97M-V/def2-TZVPD.

Last column: Mulliken charge in e.
CARTESIAN COORDINATES (ANGSTROEM)
C (-0.1725, -1.2652, 0.5998)  -1.10
C (-0.4472, -0.3163, -0.6429)  -0.41
C (0.4312, 0.9361, -0.6510)  -0.42
C (0.3596, 1.6427, 0.6225)  0.26
N (0.3109, 2.1845, 1.6285)  -0.40
H (0.7923, -1.0885, 1.0750)  0.33
H (-0.0450, -2.3070, 0.3056)  0.35
H (-0.9269, -1.1794, 1.3819)  0.28
H (-1.4636, 0.0774, -0.6443)  0.29
H (-0.3004, -1.0108, -1.4701)  0.28
H (-0.0424, 1.5360, -1.4282)  0.26
H (1.5041, 0.7905, -0.7768)  0.28

The structure (SMILES) is CCCC#N. As for the total charge: 0.

(6)
Computed, not measured: the molecule C5H10N2, with ωB97M-V/def2-TZVPD.

Last column: Mulliken charge in e.
CARTESIAN COORDINATES (ANGSTROEM)
C (0.1948, -2.0602, -0.0264)  -1.32
C (0.0105, -0.5709, -0.1519)  0.07
C (-1.0929, 0.2224, 0.0048)  0.57
N (-2.3410, 0.0738, 0.4757)  -0.48
C (-0.4472, 1.3774, -0.6653)  -0.51
N (0.8679, 0.3361, -0.6543)  -0.30
C (1.9417, 0.8705, 0.1667)  -0.93
H (0.0876, -2.4105, 1.0042)  0.29
H (-0.5687, -2.5813, -0.6138)  0.31
H (1.1660, -2.3685, -0.4221)  0.37
H (-2.5370, -0.5975, 1.2079)  0.20
H (-2.9968, 0.8431, 0.4236)  0.20
H (-0.3997, 2.3328, -0.1340)  0.32
H (-0.5933, 1.5026, -1.7373)  0.26
H (1.5819, 1.2213, 1.1434)  0.34
H (2.7066, 0.1016, 0.3279)  0.32
H (2.4195, 1.7073, -0.3491)  0.30

The structure (SMILES) is CC1=C(N)CN1C. As for the total charge: 0.

Summary of DFT total energy in eV
-54462.57449, -39587.46552, -9441.00549, -12437.72322, -5750.96856, -8324.86065
(order as listed above)